DFT (ωB97M-V/def2-TZVPD) results for C4H7NOS in the gas phase at a distorted geometry.

XYZ file:
```
14
Properties=species:S:1:pos:R:3:nbo_charge:R:1
C 0.49046 0.94894 -1.16980 0.231
C 0.44544 0.90376 -2.62948 -0.660
C 0.75136 -0.75634 0.59923 0.635
C -0.42465 -0.39573 1.45991 -0.709
N 0.98432 -0.08171 -0.48713 -0.464
O 1.61535 -1.73509 0.89572 -0.621
S 1.60387 2.14095 -3.30822 -0.387
H 0.60086 2.00566 -0.75571 0.213
H 0.95490 -0.04890 -2.80309 0.249
H -0.48074 1.30709 -3.13324 0.275
H -1.35781 -0.95201 1.10169 0.255
H -0.68952 0.60142 1.45111 0.246
H -0.24971 -0.62940 2.54118 0.233
H 1.32261 -2.30202 1.67818 0.504
```

Net charge: 0
Energy above the lowest of the compared OMol25 structures with the same formula, charge and spin in kcal per mole: 90.2
Molecular weight in g mol⁻¹: 117.173
Strongest force on any atom in hartree/bohr: 0.073
E_tot in Eh: -684.66330